{
  "formula": "C6H5N3O3",
  "method": "the ωB97M-V functional and the def2-TZVPD basis",
  "homo_ev": -9.54,
  "smiles": "O=C1NCc2c(O)nc(O)nc21",
  "e_above_lowest_kj_mol": 116.7,
  "e_lumo_ev": 0.2,
  "symbols": ["O", "N", "N", "O", "O", "C", "C", "C", "C", "C", "N", "C", "H", "H", "H", "H", "H"],
  "positions_angstrom": [[2.1388, -1.9352, 1.0275], [-0.5168, 1.5376, -1.4553], [1.3724, 0.1161, -1.1366], [1.7349, 1.9963, -2.1858], [-2.2733, 1.3824, -0.2470], [1.1352, -1.4863, 0.8315], [0.7455, 1.1808, -1.7039], [-1.0871, 0.7990, -0.5799], [0.7435, -0.5205, -0.2093], [-0.5138, -0.2278, 0.1445], [0.1684, -1.7841, 1.7397], [-1.0565, -1.0511, 1.2631], [2.5086, 1.4716, -2.3303], [-2.2388, 2.2314, -0.7503], [0.3772, -1.7650, 2.7238], [-1.3971, -0.3452, 2.0101], [-1.8412, -1.6002, 0.8581]],
  "forces_ev_per_angstrom": [[10.68, -3.69, 0.50], [3.97, 1.01, -2.99], [1.24, 0.55, -1.49], [-3.33, 1.33, -1.10], [-0.30, -0.49, 0.22], [-4.10, 1.48, 0.02], [3.06, -1.01, 2.12], [-2.96, 1.02, 2.05], [-1.76, -0.43, 0.48], [-2.30, 0.60, -0.42], [-4.78, 1.45, -1.46], [1.88, 1.76, 1.29], [0.70, -0.84, 0.17], [-0.32, -0.80, 0.43], [0.23, -0.15, -0.16], [-0.49, -0.18, 0.42], [-1.40, -1.60, -0.06]]
}

***

{
  "formula": "C27H35BrF6LaN5O",
  "method": "the ωB97M-V functional and the def2-TZVPD basis",
  "charge": 2,
  "homo_ev": -14.65,
  "e_lumo_ev": -5.6,
  "symbols": ["La", "C", "C", "C", "C", "C", "C", "C", "N", "C", "C", "C", "C", "C", "C", "C", "N", "C", "C", "C", "C", "H", "H", "H", "H", "H", "H", "H", "H", "H", "H", "H", "H", "H", "H", "H", "H", "H", "H", "H", "H", "H", "H", "H", "H", "C", "C", "O", "C", "F", "F", "F", "C", "F", "F", "F", "H", "H", "H", "Br", "C", "C", "C", "C", "C", "N", "H", "H", "H", "H", "N", "N", "H", "H", "H", "H"],
  "positions_angstrom": [[-1.8137, -0.1273, -1.5964], [5.3826, 0.5394, 0.1090], [4.9724, -0.6873, -0.7264], [5.7851, -0.6900, -2.0232], [5.2886, -1.9711, 0.0579], [3.4807, -0.6041, -0.9815], [2.9301, -0.5020, -2.2562], [1.5607, -0.4063, -2.4087], [0.7001, -0.3823, -1.3881], [1.2103, -0.5197, -0.1475], [2.5705, -0.6372, 0.0770], [0.2262, -0.6710, 0.9581], [0.5715, -0.5211, 2.2889], [-0.3285, -0.8364, 3.3103], [-1.5566, -1.3589, 2.9063], [-1.8524, -1.4467, 1.5627], [-1.0174, -1.0616, 0.5872], [0.0579, -0.6974, 4.7680], [0.9556, -1.9050, 5.1073], [0.8384, 0.6043, 5.0025], [-1.1690, -0.7072, 5.6860], [6.4531, 0.4970, 0.3093], [4.8610, 0.5709, 1.0670], [5.1737, 1.4644, -0.4315], [6.8446, -0.7410, -1.7757], [5.6278, 0.2227, -2.6007], [5.5507, -1.5547, -2.6468], [6.3613, -2.0220, 0.2427], [4.9994, -2.8570, -0.5101], [4.7832, -1.9978, 1.0243], [3.5546, -0.5091, -3.1369], [1.1376, -0.3556, -3.4039], [2.9306, -0.7834, 1.0856], [1.5560, -0.1551, 2.5414], [-2.2911, -1.6907, 3.6250], [-2.8035, -1.8594, 1.2496], [1.8735, -1.8932, 4.5168], [0.4333, -2.8447, 4.9200], [1.2262, -1.8699, 6.1629], [1.7988, 0.6143, 4.4862], [1.0446, 0.7097, 6.0667], [0.2567, 1.4720, 4.6850], [-1.6737, -1.6739, 5.6861], [-1.8823, 0.0699, 5.4050], [-0.8476, -0.5128, 6.7081], [-5.9486, 0.4202, -3.0392], [-4.7259, 0.5008, -2.1287], [-3.5796, -0.0468, -2.6506], [-4.3965, 1.9893, -1.8105], [-3.4437, 2.0658, -0.7933], [-3.7859, 2.5287, -2.8733], [-5.3933, 2.7648, -1.4599], [-5.0158, -0.2759, -0.8165], [-4.9973, -1.5904, -1.0748], [-3.9525, -0.1010, 0.0798], [-6.1148, 0.0235, -0.1726], [-5.6942, 0.8489, -4.0066], [-6.7960, 0.9549, -2.6145], [-6.2125, -0.6258, -3.1844], [-1.1219, 1.1858, -4.3088], [-0.7904, 2.6488, -3.1084], [-0.5168, 3.9063, -3.5938], [-0.3108, 4.9099, -2.6563], [-0.3784, 4.6000, -1.3057], [-0.6586, 3.2986, -0.9362], [-0.8699, 2.3196, -1.8264], [-0.4681, 4.0976, -4.6560], [-0.1037, 5.9182, -2.9879], [-0.2195, 5.3534, -0.5478], [-0.7297, 3.0145, 0.1072], [-0.8182, -2.9302, -2.2569], [-2.2312, -2.6251, -2.2403], [-0.6126, -3.6890, -2.8989], [-0.5580, -3.2589, -1.3350], [-2.7895, -3.3872, -1.8658], [-2.5282, -2.5306, -3.2072]],
  "forces_ev_per_angstrom": [[2.78, -0.21, 1.85], [-0.04, -0.05, -0.06], [0.18, 0.02, 0.10], [-0.08, 0.00, 0.07], [-0.06, 0.04, -0.05], [-0.15, 0.00, -0.17], [0.09, -0.02, 0.03], [0.09, 0.08, 0.11], [1.14, -0.19, 0.03], [0.14, 0.05, -0.17], [-0.05, 0.05, 0.11], [-0.09, -0.04, 0.12], [0.04, 0.05, -0.02], [-0.10, -0.04, -0.14], [0.03, 0.00, 0.04], [-0.01, 0.01, 0.10], [0.34, -0.52, 0.87], [0.11, -0.04, 0.15], [-0.07, 0.07, -0.01], [-0.08, -0.04, -0.05], [0.07, 0.00, -0.09], [0.00, 0.01, 0.02], [0.02, 0.01, 0.00], [0.01, 0.01, 0.03], [0.01, 0.00, -0.01], [0.01, -0.02, -0.02], [0.00, 0.02, -0.02], [0.00, -0.02, 0.02], [0.01, -0.01, 0.02], [0.02, -0.01, 0.00], [-0.01, 0.00, 0.00], [-0.02, 0.06, 0.00], [0.00, 0.01, -0.02], [-0.01, -0.01, -0.02], [0.00, 0.02, -0.01], [-0.04, 0.12, -0.01], [0.01, -0.02, 0.01], [0.02, -0.01, 0.02], [0.02, 0.00, -0.01], [-0.01, 0.02, 0.00], [0.02, 0.00, 0.00], [0.03, 0.02, 0.01], [-0.02, 0.02, 0.00], [-0.03, -0.01, 0.03], [-0.02, -0.01, 0.01], [0.18, -0.01, 0.01], [-0.74, 0.29, 0.26], [-3.35, 0.23, -1.72], [0.42, 0.20, -0.12], [-0.26, 0.02, -0.37], [-0.25, 0.09, -0.02], [-0.22, -0.18, 0.15], [0.19, -0.33, -0.04], [-0.24, 0.08, 0.04], [-0.25, -0.27, -0.16], [-0.06, 0.22, -0.02], [0.01, 0.03, 0.01], [-0.02, -0.03, -0.01], [-0.01, 0.01, -0.02], [0.30, 0.49, -0.53], [0.02, -0.28, 0.17], [0.02, 0.06, -0.15], [-0.02, -0.11, -0.02], [0.01, -0.02, 0.03], [0.01, 0.00, 0.09], [0.22, 0.49, -0.36], [-0.02, -0.01, 0.01], [0.02, 0.01, 0.02], [-0.01, 0.00, 0.00], [0.00, 0.04, 0.01], [-0.06, 0.06, -0.18], [-0.04, -0.55, 0.00], [-0.03, -0.04, -0.06], [0.01, 0.12, 0.11], [-0.05, -0.07, 0.06], [-0.08, 0.07, -0.06]]
}

***

{
  "formula": "C3H2ClF4N",
  "method": "the ωB97M-V functional and the def2-TZVPD basis",
  "homo_ev": -11.27,
  "smiles": "F/C(CCl)=N\\C(F)(F)F",
  "e_lumo_ev": 0.5,
  "symbols": ["C", "C", "C", "N", "F", "F", "F", "F", "Cl", "H", "H"],
  "positions_angstrom": [[0.4752, -0.5002, -0.0305], [1.8923, 0.2307, -0.0131], [-1.9404, 0.0359, -0.0084], [-0.5537, 0.1924, -0.0409], [0.5520, -1.8125, 0.2324], [-2.4833, 0.9559, -0.8222], [-2.3266, 0.2315, 1.2858], [-2.4355, -1.1597, -0.3358], [1.9036, 1.9368, -0.2965], [2.4367, -0.0117, -0.9413], [2.4797, -0.0992, 0.9706]],
  "forces_ev_per_angstrom": [[0.78, 1.76, 1.39], [0.53, -2.51, 0.41], [0.30, -0.21, 1.11], [0.44, 0.16, -0.88], [0.10, 0.31, -0.52], [-0.13, -0.48, 0.56], [-0.13, 0.41, -0.82], [0.10, -0.14, -0.49], [-0.64, 1.13, 0.66], [-0.04, -1.24, 0.84], [-1.30, 0.80, -2.27]]
}